# C41H37AsCeN4O5S3

A structure of composition C41H37AsCeN4O5S3 (ωB97M-V/def2-TZVPD, OMol25).

Cartesian coordinates (Å):
Ce -0.896 -0.231 -0.668
O 0.027 1.741 0.455
C -0.376 2.516 1.365
C -1.440 2.176 2.294
C -1.502 2.838 3.534
C -2.585 2.582 4.357
C -3.647 1.750 4.000
C -3.604 1.151 2.755
C -2.489 1.306 1.905
O -2.407 0.634 0.765
N -2.558 3.323 5.653
O -1.619 4.052 5.792
O -3.466 3.163 6.441
H 0.111 3.498 1.421
H -0.695 3.477 3.772
H -4.437 1.568 4.711
H -4.430 0.511 2.462
S 0.255 -2.390 -1.642
C 1.720 -2.782 -0.734
C 1.937 -4.124 -0.400
C 3.135 -4.477 0.199
C 4.091 -3.545 0.513
C 3.860 -2.221 0.259
C 2.714 -1.838 -0.414
As 2.308 -0.077 -0.901
C 2.818 0.172 -2.724
C 1.892 0.528 -3.684
C 2.292 0.722 -4.987
C 3.664 0.599 -5.311
C 4.585 0.212 -4.341
C 4.150 -0.008 -3.055
C 3.419 1.116 0.161
C 3.515 0.920 1.533
C 4.097 1.881 2.346
C 4.576 3.079 1.806
C 4.457 3.270 0.429
C 3.894 2.307 -0.404
H 1.177 -4.874 -0.596
H 3.314 -5.504 0.401
H 5.030 -3.799 0.991
H 4.574 -1.462 0.600
H 0.857 0.700 -3.424
H 1.546 1.016 -5.730
H 3.954 0.755 -6.345
H 5.683 0.170 -4.523
H 4.860 -0.293 -2.287
H 3.122 0.022 1.992
H 4.140 1.694 3.415
H 5.071 3.812 2.428
H 4.807 4.177 -0.053
H 3.840 2.498 -1.451
C -2.213 -2.617 -3.909
C -2.926 -1.336 -3.539
N -2.389 -0.342 -2.861
C -3.234 0.740 -2.815
C -4.442 0.577 -3.436
S -4.494 -0.982 -4.109
C -2.663 1.991 -2.301
C -3.281 3.178 -2.099
S -2.119 4.353 -1.713
C -0.887 3.220 -1.816
N -1.295 2.000 -2.109
C 0.554 3.643 -1.732
H -1.149 -2.523 -3.735
H -2.386 -2.860 -4.972
H -2.593 -3.437 -3.305
H -5.238 1.287 -3.605
H -4.321 3.418 -2.296
H 0.958 3.935 -2.716
H 1.173 2.807 -1.371
H 0.685 4.511 -1.064
O -2.992 -1.709 -0.527
C -3.815 -2.141 0.599
C -3.338 -3.500 1.151
C -1.828 -3.643 1.236
C -1.094 -2.653 2.106
C -1.032 -2.893 3.470
C -0.341 -2.038 4.280
C 0.293 -0.928 3.704
C 0.168 -0.748 2.355
N -0.535 -1.575 1.539
H -3.133 -2.376 -1.201
H -4.860 -2.160 0.273
H -3.685 -1.316 1.306
H -3.799 -4.296 0.580
H -3.777 -3.586 2.161
H -1.392 -3.584 0.262
H -1.616 -4.624 1.627
H -1.509 -3.741 3.892
H -0.255 -2.237 5.347
H 0.815 -0.250 4.356
H 0.649 0.121 1.903

Summary:
- E (Eh) = -6084.786135
- frontier orbital gap (alpha / beta) (hartree) = 0.218 / 0.220
- HOMO level (alpha / beta) (eV) = -13.05 / -13.06
- energy relative to the best compared isomer or geometry (same formula, charge and spin) (kcal per mole) = 0.0
- charge = +2

***

# C41H37BrCdF5GeN2O3PS2Se

A structure of composition C41H37BrCdF5GeN2O3PS2Se (ωB97M-V/def2-TZVPD, OMol25).

Cartesian coordinates (Å):
Cd 0.802 -1.316 -0.882
O -3.496 -2.333 -3.478
S -2.640 -3.063 -2.573
O -2.354 -4.432 -2.923
O -1.444 -2.303 -2.152
C -3.468 -3.069 -0.989
C -4.636 -3.800 -0.841
C -5.348 -3.741 0.344
C -4.891 -2.939 1.378
C -3.720 -2.210 1.235
C -2.986 -2.271 0.051
P -1.535 -1.159 -0.173
C -2.320 0.345 -0.844
C -3.306 1.054 -0.162
C -3.881 2.179 -0.730
C -3.512 2.585 -2.006
C -2.573 1.854 -2.715
C -1.979 0.744 -2.133
C -1.242 -0.739 1.629
C -1.498 0.420 2.356
C -1.152 0.515 3.698
C -0.556 -0.554 4.350
C -0.281 -1.716 3.641
C -0.603 -1.793 2.295
H -4.977 -4.411 -1.667
H -6.257 -4.316 0.461
H -5.441 -2.883 2.309
H -3.371 -1.615 2.068
H -3.652 0.720 0.808
H -4.637 2.728 -0.182
H -3.979 3.453 -2.454
H -2.307 2.140 -3.725
H -1.264 0.157 -2.695
H -1.938 1.276 1.864
H -1.353 1.433 4.237
H -0.301 -0.480 5.400
H 0.192 -2.558 4.131
H -0.364 -2.705 1.751
Br 4.067 1.554 5.446
C 3.634 1.124 3.656
C 2.999 -0.072 3.373
C 2.650 -0.359 2.062
C 2.951 0.539 1.050
C 3.585 1.741 1.347
C 3.933 2.034 2.653
N 2.543 0.219 -0.270
C 3.299 0.451 -1.259
C 2.883 0.096 -2.632
C 3.791 0.134 -3.671
C 3.369 -0.242 -4.940
C 2.053 -0.614 -5.126
C 1.199 -0.615 -4.031
N 1.606 -0.280 -2.811
H 2.763 -0.770 4.165
H 2.141 -1.288 1.834
H 3.757 2.468 0.563
H 4.404 2.976 2.898
H 4.286 0.900 -1.137
H 4.813 0.440 -3.487
H 4.064 -0.244 -5.769
H 1.681 -0.914 -6.096
H 0.161 -0.910 -4.133
F 2.229 -7.648 -4.236
C 2.262 -6.612 -3.400
C 1.570 -5.453 -3.692
F 0.879 -5.358 -4.825
C 1.621 -4.387 -2.814
F 0.960 -3.279 -3.164
C 2.348 -4.416 -1.633
S 2.494 -3.090 -0.490
C 3.038 -5.598 -1.375
F 3.769 -5.713 -0.263
C 3.000 -6.680 -2.234
F 3.678 -7.793 -1.944
C -0.024 6.569 3.216
Ge -0.279 4.727 2.621
C 0.825 3.504 3.679
C -2.167 4.240 2.757
C 0.259 4.637 0.727
Se 0.356 2.797 0.121
C 0.587 3.140 -1.778
H -0.356 6.685 4.248
H -0.595 7.258 2.592
H 1.029 6.849 3.163
H 0.259 3.112 4.525
H 1.706 4.015 4.074
H 1.163 2.656 3.081
H -2.588 4.599 3.697
H -2.292 3.158 2.717
H -2.737 4.677 1.935
H 1.232 5.112 0.592
H -0.481 5.171 0.129
H 0.771 2.180 -2.256
H -0.317 3.576 -2.195
H 1.437 3.801 -1.940

Summary:
- E (Eh) = -10776.971358
- frontier orbital gap (hartree) = 0.237
- HOMO level (eV) = -7.83
- energy relative to the best compared isomer or geometry (same formula, charge and spin) (kcal per mole) = 23.0
- charge = 0

***

# C41H37ClEuFN3O4

A structure of composition C41H37ClEuFN3O4 (ωB97M-V/def2-TZVPD, OMol25).

Cartesian coordinates (Å):
Eu -1.121 0.310 -0.287
Cl -1.366 -5.875 4.335
C -0.938 -4.537 3.320
C -0.727 -3.323 4.006
C -0.687 -2.157 3.229
C -0.419 -2.209 1.855
O -0.044 -1.164 1.248
C -0.935 -3.399 1.039
C -2.291 -2.922 0.420
N -2.745 -1.719 0.692
C -4.034 -1.322 0.413
C -5.044 -2.260 0.277
C -6.424 -1.814 0.256
C -6.715 -0.473 0.289
C -5.690 0.549 0.271
C -5.934 1.898 0.315
C -4.921 2.834 0.380
C -3.594 2.356 0.450
N -3.342 1.024 0.509
C -4.333 0.074 0.421
C -1.045 -4.579 1.958
H -0.798 -3.253 5.080
H -0.741 -1.213 3.754
H -2.861 -3.656 -0.195
H -4.651 -3.335 0.454
H -7.213 -2.545 0.076
H -7.806 -0.229 0.296
H -6.992 2.215 0.289
H -5.000 3.918 0.230
H -2.692 3.040 0.536
H -1.278 -5.524 1.499
C -2.355 2.416 -3.190
C -3.368 1.461 -3.373
C -3.062 0.140 -3.078
C -1.711 -0.314 -3.140
C -0.680 0.593 -3.191
C -1.000 1.984 -3.127
H -2.600 3.466 -3.138
H -4.423 1.715 -3.725
H -3.904 -0.478 -2.824
H -1.461 -1.373 -2.891
H 0.347 0.262 -3.209
H -0.225 2.674 -2.847
C 3.659 5.935 2.105
C 4.398 5.200 0.980
C 5.855 4.915 1.481
C 6.539 4.003 0.453
C 5.693 2.767 0.160
C 6.290 1.500 0.200
C 5.405 0.437 -0.177
F 5.901 -0.852 -0.105
C 4.129 0.609 -0.649
C 3.452 1.813 -0.414
C 1.946 1.939 -0.509
O 1.266 0.976 -0.925
C 1.447 3.257 -0.090
C 2.336 4.224 0.265
N 3.667 4.014 0.456
C 4.293 2.900 0.005
C -0.045 3.457 0.305
O -0.461 4.592 0.480
O -0.766 2.379 0.403
H 4.338 6.616 2.620
H 3.266 5.259 2.856
H 2.915 6.624 1.636
H 4.496 5.832 0.143
H 5.909 4.474 2.482
H 6.463 5.817 1.644
H 7.548 3.643 0.818
H 6.746 4.488 -0.495
H 7.341 1.430 0.252
H 3.627 -0.222 -1.090
H 2.024 5.275 0.397
C -0.890 -5.772 -1.338
C 0.323 -4.929 -0.872
C 1.242 -5.693 0.123
C 1.204 -4.551 -2.077
C -0.177 -3.637 -0.187
H -0.488 -6.650 -1.880
H -1.589 -5.184 -1.985
H -1.417 -6.157 -0.460
H 1.813 -6.488 -0.463
H 0.753 -6.205 0.951
H 1.953 -5.029 0.627
H 1.337 -5.428 -2.670
H 2.156 -4.337 -1.674
H 0.762 -3.707 -2.655
H 0.166 -2.794 -0.808

Summary:
- E (Eh) = -3319.965533
- frontier orbital gap (alpha / beta) (hartree) = 0.130 / 0.171
- spin multiplicity = 8
- expectation value of S² = 15.8487
- HOMO level (alpha / beta) (eV) = 0.71 / -0.47
- charge = -2